(1)
Density functional theory data (wB97M-V/def2-TZVPD) for a cluster of 2 separate species, C2H9N2S2 in total.

Summary:
- molecular weight (g/mol) = 125.2
- net charge = +1
- frontier orbital gap (eV) = 9.390

```
15
C2H9N2S2 (wB97M-V/def2-TZVPD)
C 1.85176 -0.33713 -0.14898
C 0.37312 -0.14928 0.05146
N -0.42891 -1.21639 0.24734
N 2.45347 0.92058 -0.28804
S 0.06286 1.53219 -0.01408
S -3.33523 0.13172 0.21899
H 1.94972 -1.09120 -0.98059
H 2.31575 -1.00137 0.72790
H -1.42537 -1.06885 0.56426
H 0.10415 -2.08503 0.53382
H 2.44664 1.13951 -1.37366
H 3.35350 1.18322 -0.00582
H -4.38974 0.02508 -0.75279
H -1.28047 1.24577 0.25680
H -4.05124 0.77118 0.96338
```

(2)
Density functional theory data (wB97M-V/def2-TZVPD) for a cluster of 2 separate species, C2H9N2S2 in total.

Summary:
- molecular weight (g/mol) = 125.2
- net charge = +1
- frontier orbital gap (eV) = 8.723

```
15
C2H9N2S2 (wB97M-V/def2-TZVPD)
C -0.56249 1.05381 0.24513
C 0.59273 0.59788 1.14385
N -0.04385 0.79820 -1.11463
N -0.53084 -1.89112 -0.98746
S 0.26675 0.67257 2.87128
S 2.08201 0.21140 0.65227
H -1.52803 0.54395 0.42603
H -0.47757 2.16387 0.41396
H 0.03942 -0.39828 -1.25958
H -1.46299 -1.73213 -1.04529
H -0.23450 -1.94081 0.01839
H -0.53405 1.22612 -1.92218
H -0.18697 -2.71667 -1.51332
H 1.66292 0.26552 3.23640
H 0.91745 1.14568 -1.16484
```

Result of the stability comparison: (1) is the least stable of them.

(1)
Density functional theory data (wB97M-V/def2-TZVPD) for an isolated molecule of C7H14O2.

Summary:
- molecular weight (g/mol) = 130.2
- net charge = 0
- SMILES = C=CC[C@@H](C)C(C)(O)O
- frontier orbital gap (eV) = 10.497

```
23
C7H14O2 (wB97M-V/def2-TZVPD)
C -3.40756 0.14804 -0.46222
C -2.36021 0.73443 0.08693
C -1.12400 -0.04275 0.62455
C 0.08999 0.29843 -0.22042
C 0.64160 1.67630 0.11706
C 1.19008 -0.85888 0.04184
C 2.54205 -0.51253 -0.58284
O 0.80007 -2.06552 -0.56844
O 1.31476 -1.03984 1.43239
H -3.46685 -0.92474 -0.57147
H -4.27301 0.70164 -0.79061
H -2.33072 1.81173 0.18842
H -1.36604 -1.10581 0.58502
H -0.93838 0.24523 1.66016
H -0.15815 0.23094 -1.28415
H 1.01745 1.68435 1.13748
H 1.44705 1.95241 -0.55827
H -0.13953 2.42594 0.02104
H 2.40922 -0.20373 -1.61522
H 3.02927 0.27547 -0.01717
H 3.17165 -1.40181 -0.56764
H -0.07567 -2.31535 -0.25087
H 1.98691 -1.71395 1.59444
```

(2)
Density functional theory data (wB97M-V/def2-TZVPD) for a cluster of 5 separate species, C7H14O2 in total.

Summary:
- molecular weight (g/mol) = 130.2
- net charge = 0
- frontier orbital gap (eV) = 9.891

```
23
C7H14O2 (wB97M-V/def2-TZVPD)
C -0.85176 -0.51653 -1.70690
C -0.49293 0.79680 -1.70494
C -2.01156 -1.04397 -2.50691
C -1.81027 -0.57750 0.68269
O -2.79073 -0.78264 1.22412
H -0.06244 -1.24485 -1.55439
H -1.11149 1.03338 0.63544
H -2.48467 -1.88866 -2.00456
H -1.11048 1.52458 -2.21601
H 0.52601 1.08554 -1.48908
H -0.95697 1.55707 -0.03277
H -2.75358 -0.26639 -2.68797
H -1.67046 -1.39885 -3.48173
C 1.69044 1.17375 2.49034
C 1.72983 -0.98943 1.13221
C 1.97029 0.50119 1.16619
O 2.37103 1.11219 0.20367
H 2.12430 -1.41366 0.21224
H 0.69140 0.91039 2.83950
H 2.40349 0.82152 3.23808
H 1.77670 2.25296 2.38981
H 2.17001 -1.47724 2.00163
H 0.65384 -1.16964 1.16934
```

(3)
Density functional theory data (wB97M-V/def2-TZVPD) for an isolated molecule of C7H14O2.

Summary:
- molecular weight (g/mol) = 130.2
- net charge = 0
- frontier orbital gap (spin up / spin down) (eV) = 7.121 / 7.194

```
23
C7H14O2 (wB97M-V/def2-TZVPD)
C 0.83732 0.73358 -0.87050
C 0.10829 -1.22612 1.52916
C 1.90291 0.59482 -1.91153
C 0.96849 1.79374 0.17178
C -2.31541 -1.08297 -0.99408
C -1.28968 -0.19298 -0.35077
C -1.13879 -0.22240 1.11613
O -0.28173 0.11003 -1.15202
O 1.21134 -0.59610 2.13509
H 0.95960 -0.30648 3.01968
H 0.48282 -1.78224 0.66885
H -0.33870 -1.94305 2.22920
H 0.04864 2.37958 0.25653
H 1.20772 1.37920 1.15520
H 1.64754 -0.20030 -2.60995
H 2.04049 1.51516 -2.48267
H 2.85887 0.35572 -1.44134
H 1.77969 2.46660 -0.10016
H -3.30631 -0.66676 -0.86604
H -2.12738 -1.16707 -2.06819
H -2.31688 -2.08926 -0.56950
H -0.87301 0.72976 1.57308
H -2.06584 -0.58246 1.56206
```

(4)
Density functional theory data (wB97M-V/def2-TZVPD) for a structure of composition C7H14O2.

Summary:
- molecular weight (g/mol) = 130.2
- net charge = 0
- frontier orbital gap (eV) = 8.695

```
23
C7H14O2 (wB97M-V/def2-TZVPD)
C 1.26847 0.75585 -0.05321
C 2.09607 -0.48604 0.17650
C 1.06735 1.15319 -1.49856
H 1.67245 1.59005 0.51829
H -0.11095 0.02753 -0.05992
H 2.21088 -0.69083 1.24249
H 1.63735 -1.34701 -0.31646
H 0.53507 0.35977 -2.03362
H 0.49907 2.07951 -1.59095
H 2.03695 1.28011 -1.99087
H 3.10279 -0.33995 -0.22790
C -1.32889 -1.05244 -0.39036
C -0.36637 0.71925 1.09796
C -1.39547 -2.34406 -0.04416
C -1.02111 1.87844 1.09632
O -2.31256 -0.41606 -1.08135
O -0.22036 -0.11347 2.14196
H -3.03875 -1.02893 -1.29445
H -0.83440 -0.85958 1.99747
H -1.72657 2.08424 1.88947
H -0.57011 -2.83801 0.45577
H -2.24515 -2.98032 -0.30338
H -0.95572 2.56876 0.26892
```

Result of the stability comparison: (4) is the least stable of them.

(1)
Density functional theory data (wB97M-V/def2-TZVPD) for a cluster of 2 separate species, C5H12N2O in total.

Summary:
- molecular weight (g/mol) = 116.2
- 2S+1 = 2
- net charge = -1
- <S²> = 0.7563
- frontier orbital gap (spin up / spin down) (eV) = 5.130 / 4.159

```
20
C5H12N2O (wB97M-V/def2-TZVPD)
O -1.58928 -2.67174 2.08127
C -0.73040 -2.17341 1.28218
N 0.40355 1.46963 -1.09282
C 0.77591 2.73432 -1.72462
C -0.69082 1.62953 -0.19555
C 0.24880 -1.26142 1.65224
C -0.60578 -2.80091 -0.09652
N 1.27548 -0.86057 0.68253
H -0.01450 2.99117 -2.43863
H 0.90865 3.46805 -0.91754
H 1.69955 2.56944 -2.25658
H -1.11194 0.64946 0.02425
H -1.41879 2.42335 -0.43944
H -0.42835 2.03750 0.81080
H 0.05662 -0.66794 2.54437
H -1.43097 -3.51357 -0.15082
H -0.74600 -2.14314 -0.96282
H 0.35845 -3.29824 -0.17539
H 2.05055 -0.53054 1.24563
H 0.98930 -0.05096 0.12746
```

(2)
Density functional theory data (wB97M-V/def2-TZVPD) for the ion C5H12N2O with charge -1.

Summary:
- molecular weight (g/mol) = 116.2
- 2S+1 = 2
- net charge = -1
- <S²> = 0.7505
- frontier orbital gap (spin up / spin down) (eV) = 2.679 / 9.656

```
20
C5H12N2O (wB97M-V/def2-TZVPD)
O 0.55490 0.33537 1.41229
C -0.00110 0.05489 0.37900
N -0.09256 -1.32562 -0.05727
C 0.05544 -2.22292 1.11259
C 0.99265 -1.60351 -1.01688
C -0.75127 1.11257 -0.50653
C 0.30785 1.72944 -1.46929
N -1.27011 1.99732 0.54130
H 1.03427 -2.05959 1.58487
H -0.73546 -2.12521 1.85263
H 0.05061 -3.22587 0.68903
H 0.56679 -1.75482 -2.00610
H 1.25178 -2.67678 -1.00195
H 1.85263 -0.94646 -0.91942
H -1.48790 0.56378 -1.09078
H 0.16950 2.80437 -1.63315
H 1.23219 1.69360 -0.87433
H 0.28922 1.25197 -2.45069
H -1.77628 2.77094 0.11011
H -0.47758 2.45657 0.98111
```

Result of the stability comparison: (1) is the least stable of them.